1.
Computed, not measured: a cluster of 2 separate species, C4H11N2S in total, with the ωB97M-V functional and the def2-TZVPD basis.

- Highest occupied orbital energy (spin up / spin down): -9.72 / -13.87 eV
- Net charge: +1
- 2S+1: 3
- Gap between HOMO and LUMO (spin up / spin down): 0.247 / 0.311 Eh
- <S²>: 2.006
- LUMO level (spin up / spin down): -3.00 / -5.42 eV

Last column: Löwdin charge in e.
Atoms and positions in Å:
C  -0.67479  -2.61122  2.56980  -0.045
C  -0.21295  -1.77433  1.39263  -0.075
C  0.41076  1.56076  0.43668  -0.231
C  0.48880  2.33942  -2.24910  -0.167
N  -0.68443  -0.10256  -1.36799  -0.179
N  0.36718  -2.91224  1.56672  -0.039
S  0.72005  0.80711  -1.16321  1.040
H  -0.28392  -2.26944  3.46084  0.066
H  -1.49972  -3.30651  2.59872  0.103
H  -0.67753  -0.81211  -0.69856  -0.027
H  0.47965  0.70245  1.04662  0.001
H  -0.46571  2.24408  0.24555  0.099
H  1.05911  2.33774  0.77424  0.069
H  -0.52809  2.71566  -2.14371  0.072
H  0.56410  2.10083  -3.25170  0.028
H  1.21884  3.04917  -1.85560  0.073
H  0.66711  -3.61667  0.90963  0.131
H  -0.94845  -0.45215  -2.27154  0.081

---

2.
Computed, not measured: the ion C4H11N2S with charge +1, with the ωB97M-V functional and the def2-TZVPD basis.

- Highest occupied orbital energy (spin up / spin down): -8.90 / -13.86 eV
- Net charge: +1
- 2S+1: 3
- Gap between HOMO and LUMO (spin up / spin down): 0.205 / 0.267 Eh
- <S²>: 2.009
- LUMO level (spin up / spin down): -3.33 / -6.58 eV

Last column: Löwdin charge in e.
Atoms and positions in Å:
C  3.25155  -0.10822  0.02515  -0.085
C  2.08043  -0.06789  0.63774  -0.458
C  -1.42422  0.28288  1.20235  -0.096
C  -0.76685  -0.01153  -0.09600  -0.750
N  -0.69824  -1.30646  -0.47236  0.082
N  -1.54563  0.64058  -1.37510  0.167
S  0.90658  1.04899  -0.08844  1.002
H  4.10126  -0.64449  0.51813  0.101
H  3.49765  0.51685  -0.74244  0.024
H  1.69187  -0.39571  1.58044  0.064
H  -1.19989  1.24057  1.64842  0.062
H  -2.58046  0.39576  1.17554  0.124
H  -1.15119  -0.42763  2.01644  0.112
H  -1.26588  -2.00156  -0.10381  0.093
H  0.13278  -1.55543  -0.96815  0.101
H  -0.80194  0.72588  -2.14378  0.165
H  -1.77482  1.54489  -1.13410  0.085
H  -2.45299  0.12251  -1.68004  0.207

---

Pick 2: it beats the second-best structure by 50.3 kcal/mol.

---

1.
Computed, not measured: a cluster of 2 separate species, C2H9NO in total, with the ωB97M-V functional and the def2-TZVPD basis.

- Highest occupied orbital energy: -9.44 eV
- Structure (SMILES): CN.CO
- Gap between HOMO and LUMO: 0.381 Eh
- LUMO level: 0.92 eV

Last column: Löwdin charge in e.
Atoms and positions in Å:
C  -0.53846  0.29383  1.62345  -0.241
N  0.39816  1.15017  1.01134  -0.111
H  -0.36257  -0.85221  1.43473  0.111
H  -0.59073  0.43946  2.66322  0.038
H  -1.54931  0.40913  1.14289  0.085
H  0.15192  2.13936  1.23124  0.101
H  1.43818  0.83460  1.01623  0.133
C  0.05988  -0.92787  -1.84933  -0.271
O  0.91560  0.09652  -1.60076  -0.129
H  0.02185  -1.11479  -3.04776  0.109
H  0.43671  -1.94259  -1.43840  0.081
H  -1.08928  -0.79387  -1.49847  0.108
H  0.70805  0.26824  -0.68837  -0.013

---

2.
Computed, not measured: a cluster of 3 separate species, C2H9NO in total, with the ωB97M-V functional and the def2-TZVPD basis.

- Highest occupied orbital energy: -9.78 eV
- Structure (SMILES): [H][H].C1CO1.N
- Gap between HOMO and LUMO: 0.401 Eh
- LUMO level: 1.13 eV

Last column: Löwdin charge in e.
Atoms and positions in Å:
H  -3.94016  0.97787  -0.66047  0.002
H  -4.18503  0.34816  -0.39456  0.001
C  2.11845  0.00008  0.22309  -0.168
C  1.03540  0.28330  1.16546  -0.170
O  1.49818  1.28855  0.24153  -0.061
H  1.76689  -0.68023  -0.56888  0.096
H  3.14414  -0.13715  0.48641  0.099
H  0.18774  -0.35839  0.94667  0.067
H  1.19547  0.42455  2.19075  0.094
N  -0.57643  -0.65428  -1.00277  0.036
H  -1.26356  -0.70038  -1.74464  0.029
H  -0.78332  -1.04911  -0.15212  -0.037
H  -0.19777  0.25704  -0.73046  0.012

---

3.
Computed, not measured: a cluster of 2 separate species, C2H9NO in total, with the ωB97M-V functional and the def2-TZVPD basis.

- Highest occupied orbital energy: -8.81 eV
- Structure (SMILES): CNC.O
- Gap between HOMO and LUMO: 0.355 Eh
- LUMO level: 0.84 eV

Last column: Löwdin charge in e.
Atoms and positions in Å:
C  -1.00400  -2.02627  0.50941  -0.172
N  -0.61528  -1.51471  -0.78561  -0.200
C  -0.01603  -0.21047  -0.67921  -0.167
H  -0.10311  -2.25081  1.07748  0.073
H  -1.63993  -1.39150  1.13969  0.070
H  -1.60139  -2.94401  0.42275  0.077
H  -1.40171  -1.48823  -1.42409  0.095
H  -0.62724  0.46470  -0.07141  0.071
H  0.18242  0.15230  -1.68869  0.080
H  0.91734  -0.32731  -0.11623  0.075
O  1.63170  4.02804  0.42654  -0.067
H  1.73345  3.16428  0.84536  0.029
H  2.54380  4.34400  0.34403  0.037

---

4.
Computed, not measured: a cluster of 3 separate species, C2H9NO in total, with the ωB97M-V functional and the def2-TZVPD basis.

- Highest occupied orbital energy: -9.25 eV
- Structure (SMILES): [H][H].C1CO1.N
- Gap between HOMO and LUMO: 0.378 Eh
- LUMO level: 1.03 eV

Last column: Löwdin charge in e.
Atoms and positions in Å:
H  4.17748  4.50006  -1.70231  0.000
H  4.72272  4.09995  -1.40624  0.000
C  -0.19512  -1.61053  -0.95860  -0.166
C  -0.36262  -0.18224  -0.55118  -0.110
O  -1.42003  -1.20475  -0.36956  -0.116
H  -0.32769  -2.05840  -1.91283  0.099
H  0.56282  -2.06509  -0.34595  0.098
H  -0.51650  0.40423  -1.41614  0.090
H  0.26727  0.18486  0.23738  0.105
N  -1.74438  -0.28463  2.16532  0.042
H  -0.88780  -0.57235  2.53953  -0.015
H  -2.40615  -1.03265  2.49157  0.046
H  -1.86999  -0.17845  1.22900  -0.073

---

Pick 3: it beats the second-best structure by 26.6 kcal/mol.

---

1.
Computed, not measured: a cluster of 2 separate species, C2H9NO in total, with the ωB97M-V functional and the def2-TZVPD basis.

- Highest occupied orbital energy: -9.75 eV
- Structure (SMILES): COC.N
- Gap between HOMO and LUMO: 0.395 Eh
- LUMO level: 0.99 eV

Last column: Löwdin charge in e.
Atoms and positions in Å:
C  0.26314  -0.84957  -1.32981  -0.110
O  -0.43262  0.24363  -0.74735  -0.268
C  0.24568  1.46707  -0.66419  -0.133
H  1.34447  -0.80532  -1.22176  0.088
H  -0.09045  -1.73823  -0.81176  0.076
H  -0.15621  -0.94551  -2.33326  0.088
H  1.10544  1.37806  -0.00214  0.084
H  0.50241  1.83823  -1.66309  0.086
H  -0.43485  2.22411  -0.28131  0.083
N  -0.78611  -0.87411  2.30345  0.034
H  -0.24842  -1.01982  1.46421  -0.023
H  -0.11336  -0.94027  3.05272  0.005
H  -1.19913  0.02174  2.23428  -0.010

---

2.
Computed, not measured: a cluster of 2 separate species, C2H9NO in total, with the ωB97M-V functional and the def2-TZVPD basis.

- Highest occupied orbital energy: -8.75 eV
- Structure (SMILES): CN.CO
- Gap between HOMO and LUMO: 0.354 Eh
- LUMO level: 0.87 eV

Last column: Löwdin charge in e.
Atoms and positions in Å:
C  -1.87052  0.81970  -0.12298  -0.139
N  -1.98640  -0.74724  0.00741  -0.085
H  -2.84178  1.13038  -0.47871  0.040
H  -1.71717  1.23361  0.96904  0.085
H  -1.03394  1.00494  -0.82056  0.053
H  -1.23016  -1.22805  0.36422  -0.021
H  -2.80842  -1.08996  0.58552  0.067
C  2.07834  0.60320  0.12615  -0.178
O  1.64472  -0.74503  -0.05855  -0.181
H  1.64544  1.13288  0.93898  0.057
H  3.25720  0.60988  0.27190  0.114
H  1.80722  1.01343  -0.82546  0.058
H  2.42170  -1.15364  -0.60748  0.129

---

3.
Computed, not measured: a cluster of 2 separate species, C2H9NO in total, with the ωB97M-V functional and the def2-TZVPD basis.

- Highest occupied orbital energy: -8.98 eV
- Structure (SMILES): NCO.C
- Gap between HOMO and LUMO: 0.370 Eh
- LUMO level: 1.08 eV

Last column: Löwdin charge in e.
Atoms and positions in Å:
N  2.14747  0.19107  0.29164  -0.009
C  1.99061  0.75832  -1.01673  -0.252
O  2.66499  2.17134  -0.90098  -0.136
H  2.97449  0.41706  0.85290  0.088
H  1.39464  -0.38772  0.63023  0.065
H  1.04138  1.01026  -1.32563  0.081
H  2.64150  0.16900  -1.69545  0.107
H  2.95387  2.19063  -1.83692  0.056
C  -5.89589  -2.62817  1.50760  -0.068
H  -5.14610  -3.07340  2.14624  0.006
H  -5.53560  -2.68584  0.39900  0.047
H  -6.76915  -3.36927  1.41866  0.032
H  -6.47555  -1.75982  1.63207  -0.017

---

Pick 1: it beats the second-best structure by 17.5 kcal/mol.

---

1.
Computed, not measured: a cluster of 11 separate species, BH24O10 in total, with the ωB97M-V functional and the def2-TZVPD basis.

- Highest occupied orbital energy: -6.41 eV
- Net charge: -1
- Gap between HOMO and LUMO: 0.328 Eh
- LUMO level: 2.52 eV

Last column: Löwdin charge in e.
Atoms and positions in Å:
B  -26.66400  -7.17500  3.11400  -0.413
H  -27.22300  -8.21200  3.50300  -0.016
H  -25.51900  -7.37600  2.82800  -0.032
H  -27.32600  -6.69600  2.16000  -0.011
H  -26.71300  -6.40900  4.02400  -0.056
O  -28.64800  -8.78500  0.50200  -0.098
H  -28.60000  -9.47200  1.22800  0.047
H  -28.08500  -8.12000  0.91200  -0.024
O  -29.47400  -6.07000  4.44900  -0.045
H  -28.58800  -5.78800  4.34500  -0.044
H  -29.85300  -5.28300  4.83100  0.017
O  -25.60700  -8.17000  5.93200  -0.075
H  -26.01800  -8.10500  5.08900  -0.074
H  -25.27200  -7.28400  6.01100  -0.022
O  -22.57800  -6.77900  3.01900  -0.057
H  -22.75800  -7.21100  3.89500  0.070
H  -21.68400  -6.44500  3.03600  0.044
O  -24.03300  -5.68600  0.71200  -0.074
H  -23.63600  -5.90400  1.53600  -0.050
H  -24.98100  -5.87800  0.70600  0.028
O  -24.53100  -4.48900  3.36000  -0.024
H  -25.35800  -4.88500  3.59000  -0.006
H  -24.87200  -3.64600  3.18900  0.020
O  -23.86000  -5.88500  5.55800  -0.036
H  -22.92700  -5.88600  5.71100  0.033
H  -23.93800  -5.73000  4.63400  -0.032
O  -27.81800  -3.60900  2.34300  -0.074
H  -27.49800  -3.30800  3.24900  0.065
H  -27.02300  -3.81100  1.85600  0.012
O  -26.09500  -10.86300  2.61600  -0.004
H  -26.25200  -10.05100  2.96100  -0.060
H  -26.98200  -11.18300  2.69300  0.036
O  -25.34600  -9.30600  0.15800  -0.084
H  -24.56900  -9.28900  0.74100  0.035
H  -25.91500  -9.99300  0.54000  0.003

---

2.
Computed, not measured: a cluster of 11 separate species, BH24O10 in total, with the ωB97M-V functional and the def2-TZVPD basis.

- Highest occupied orbital energy: -6.67 eV
- Net charge: -1
- Gap between HOMO and LUMO: 0.345 Eh
- LUMO level: 2.71 eV

Last column: Löwdin charge in e.
Atoms and positions in Å:
B  -27.87218  6.39162  15.43519  -0.377
H  -27.42416  7.29495  16.13919  -0.034
H  -27.85460  6.58577  14.19320  -0.016
H  -27.31885  5.35575  15.71477  -0.038
H  -29.07222  6.00189  15.74473  -0.006
O  -28.24115  9.95802  14.60907  -0.099
H  -28.60578  10.31664  15.51224  0.117
H  -27.82431  9.13832  14.85481  -0.020
O  -25.87687  5.37071  12.61181  0.055
H  -24.99013  5.41954  12.92387  0.056
H  -26.28601  5.91877  13.08924  -0.129
O  -27.67180  8.34100  12.08654  0.097
H  -26.92376  8.37737  11.71629  -0.073
H  -27.85992  7.89451  12.81418  -0.087
O  -30.33971  8.32146  14.20276  -0.080
H  -29.77858  7.68907  14.71930  -0.009
H  -29.87485  9.09867  13.96862  -0.020
O  -30.60066  5.58196  12.96878  0.018
H  -30.58190  6.38349  13.30368  -0.089
H  -31.38867  5.07440  12.93255  0.026
O  -27.60978  2.33123  16.42966  -0.054
H  -28.05400  1.79179  15.81618  0.006
H  -28.11833  3.15901  16.48647  0.029
O  -28.85620  5.89527  18.76529  -0.144
H  -28.19631  5.80616  18.01374  0.013
H  -29.14510  6.84636  18.50614  0.072
O  -30.29519  3.37365  14.86491  -0.151
H  -31.29322  3.36619  14.99010  0.054
H  -29.82477  4.31279  14.86715  0.059
O  -24.78077  7.84271  15.94956  -0.076
H  -24.53856  8.50593  16.65984  0.069
H  -25.66506  7.78995  15.68311  -0.073
O  -25.98900  2.75702  13.88749  -0.110
H  -26.13193  2.81412  14.88680  0.038
H  -26.12806  3.67239  13.62538  -0.025

---

Pick 1: it beats the second-best structure by 40.2 kcal/mol.